No. 1
Entry from the OMol25 dataset: a cluster of 2 separate species, C5H7NO in total at a distorted geometry (ωB97M-V with the def2-TZVPD basis set).

Each line ends with the natural charge from an NBO analysis.
CARTESIAN COORDINATES (ANGSTROEM)
C -0.82 -0.77 1.16  -0.681
C -0.17 0.56 0.95  -0.029
C 0.99 0.81 0.32  -0.382
C 1.80 -0.22 -0.36  0.385
O 1.38 -1.32 -0.67  -0.552
C -2.26 0.79 -2.27  0.284
N -1.21 0.32 -2.06  -0.747
H -0.93 -1.33 0.23  0.249
H -1.80 -0.66 1.63  0.222
H -0.20 -1.40 1.81  0.241
H -0.67 1.42 1.39  0.210
H -0.33 -0.11 -1.81  0.455
H 1.38 1.83 0.29  0.222
H 2.84 0.07 -0.61  0.124

Summary:
multiplicity	1


No. 2
Entry from the OMol25 dataset: a structure of composition C35H90CdF6N2O17S2 at a distorted geometry (ωB97M-V with the def2-TZVPD basis set).

Each line ends with the Löwdin charge.
CARTESIAN COORDINATES (ANGSTROEM)
Cd -16.19 -11.38 11.05  1.206
C -12.19 -11.62 14.24  -0.031
C -12.50 -10.32 14.98  -0.498
C -11.09 -9.87 15.49  -0.160
C -11.08 -8.54 16.11  -0.191
C -11.67 -7.46 15.17  -0.125
C -13.06 -7.85 14.59  -0.433
N -12.99 -9.27 14.15  -0.002
O -14.15 -9.55 13.23  -0.139
C -13.39 -6.87 13.43  -0.046
C -14.15 -7.62 15.76  -0.009
C -13.51 -10.67 16.14  0.007
H -13.08 -11.81 13.63  0.072
H -12.15 -12.40 15.00  0.089
H -11.34 -11.57 13.56  0.086
H -10.29 -9.93 14.76  0.125
H -10.77 -10.58 16.25  0.128
H -10.08 -8.19 16.38  0.117
H -11.61 -8.59 17.06  0.106
H -11.01 -7.02 14.41  0.117
H -11.82 -6.58 15.80  0.114
H -14.42 -7.00 13.07  0.069
H -12.81 -7.10 12.54  0.081
H -13.27 -5.81 13.66  0.087
H -15.04 -8.24 15.67  0.077
H -14.60 -6.63 15.72  0.081
H -13.70 -7.86 16.72  0.060
H -13.16 -11.54 16.70  0.088
H -14.53 -10.70 15.76  0.092
H -13.53 -9.85 16.86  0.054
C -19.78 -14.46 9.63  -0.598
F -19.88 -13.16 9.29  0.106
F -20.22 -14.78 10.86  0.119
F -20.53 -15.21 8.80  0.124
S -17.91 -14.93 9.37  0.683
O -17.96 -16.37 9.13  -0.324
O -17.44 -14.32 8.11  -0.336
N -17.11 -14.20 10.82  -0.367
S -17.07 -15.44 11.83  0.541
O -16.68 -14.92 13.19  -0.355
O -18.22 -16.31 11.81  -0.316
C -15.60 -16.51 11.21  -0.615
F -14.50 -15.76 11.22  0.107
F -15.31 -17.56 12.01  0.117
F -15.74 -17.01 9.94  0.088
C -16.76 -7.21 8.06  -0.070
C -16.00 -8.58 8.27  -0.323
O -16.96 -9.37 8.83  -0.182
H -16.17 -6.49 7.49  0.070
H -17.18 -6.89 9.01  0.075
H -17.64 -7.25 7.43  0.063
H -15.29 -8.42 9.08  0.106
H -15.61 -8.96 7.33  0.109
H -17.83 -9.14 8.50  0.074
C -9.48 -15.09 10.39  -0.103
C -8.75 -15.14 11.69  -0.350
O -7.92 -14.04 11.91  -0.063
H -8.88 -14.97 9.49  0.076
H -10.39 -14.49 10.30  0.068
H -9.81 -16.09 10.12  0.071
H -8.08 -16.00 11.69  0.115
H -9.44 -15.38 12.50  0.110
H -8.46 -13.25 11.94  0.079
C -17.47 -15.58 3.71  -0.087
C -15.98 -15.39 3.60  -0.307
O -15.36 -16.32 2.65  -0.092
H -17.97 -15.81 2.76  0.077
H -17.90 -14.70 4.17  0.071
H -17.54 -16.40 4.42  0.074
H -15.53 -15.63 4.56  0.101
H -15.68 -14.36 3.42  0.101
H -15.11 -17.03 3.24  0.057
C -17.13 -22.78 8.76  -0.075
C -17.18 -21.47 9.59  -0.305
O -17.04 -20.45 8.64  -0.100
H -16.09 -22.82 8.42  0.064
H -17.72 -22.84 7.84  0.070
H -17.42 -23.68 9.31  0.063
H -16.40 -21.29 10.33  0.106
H -18.15 -21.33 10.06  0.104
H -17.40 -19.61 8.94  0.080
C -11.11 -20.91 11.66  -0.103
C -11.55 -22.11 12.38  -0.371
O -10.63 -22.32 13.40  -0.071
H -11.80 -20.73 10.83  0.074
H -10.13 -21.16 11.24  0.083
H -11.18 -19.96 12.19  0.080
H -11.59 -22.94 11.67  0.114
H -12.53 -21.97 12.83  0.110
H -10.61 -23.24 13.67  0.084
C -19.18 -7.78 12.75  -0.085
C -19.70 -9.13 12.31  -0.313
O -18.63 -10.06 12.46  -0.182
H -19.98 -7.06 12.62  0.078
H -18.20 -7.57 12.31  0.073
H -18.90 -7.81 13.81  0.070
H -19.90 -9.15 11.24  0.109
H -20.56 -9.47 12.89  0.118
H -18.76 -10.25 13.40  0.068
C -20.78 -11.88 17.76  -0.105
C -19.53 -11.06 17.38  -0.304
O -18.95 -11.69 16.24  -0.083
H -20.59 -12.95 17.67  0.065
H -21.61 -11.80 17.06  0.069
H -21.14 -11.66 18.77  0.070
H -18.90 -11.00 18.27  0.105
H -20.00 -10.09 17.21  0.105
H -18.55 -12.53 16.46  0.083
C -21.06 -8.72 5.01  -0.101
C -20.50 -9.56 6.10  -0.336
O -20.84 -8.93 7.33  -0.089
H -22.09 -8.41 5.22  0.079
H -20.93 -9.29 4.09  0.079
H -20.46 -7.81 4.93  0.075
H -19.42 -9.68 5.99  0.109
H -20.87 -10.58 5.99  0.109
H -21.79 -9.00 7.45  0.079
C -22.54 -16.76 14.45  -0.079
C -21.53 -17.88 14.50  -0.369
O -22.02 -18.92 15.26  -0.068
H -22.27 -16.14 13.60  0.068
H -22.48 -16.28 15.43  0.077
H -23.54 -17.03 14.13  0.073
H -20.68 -17.48 15.06  0.104
H -21.09 -18.19 13.55  0.113
H -21.39 -19.63 15.15  0.084
C -12.95 -18.91 5.63  -0.089
C -13.81 -20.04 5.14  -0.347
O -15.15 -19.64 5.19  -0.077
H -13.54 -18.46 6.43  0.074
H -12.74 -18.11 4.91  0.068
H -11.97 -19.30 5.92  0.070
H -13.62 -20.96 5.70  0.110
H -13.62 -20.26 4.09  0.111
H -15.49 -19.75 6.08  0.078
C -12.27 -11.75 7.30  -0.077
C -13.44 -12.45 8.03  -0.340
O -13.56 -11.93 9.32  -0.161
H -12.56 -10.70 7.17  0.077
H -12.13 -12.30 6.37  0.078
H -11.34 -11.92 7.83  0.074
H -13.33 -13.54 8.02  0.110
H -14.33 -12.33 7.42  0.106
H -12.84 -11.30 9.34  0.064
C -16.03 -16.64 19.74  -0.081
C -16.68 -16.30 18.30  -0.254
O -16.38 -14.93 18.02  -0.117
H -16.32 -15.94 20.53  0.061
H -14.95 -16.72 19.68  0.059
H -16.39 -17.60 20.14  0.055
H -17.77 -16.36 18.31  0.109
H -16.07 -16.86 17.59  0.102
H -15.42 -14.87 18.02  0.069

Summary:
multiplicity	1


No. 3
Entry from the OMol25 dataset: a structure of composition C14H32F3O14PS at a distorted geometry (ωB97M-V with the def2-TZVPD basis set).

Each line ends with the natural charge from an NBO analysis.
CARTESIAN COORDINATES (ANGSTROEM)
O 1.66 -3.28 -3.42  -1.063
P 1.36 -3.28 -4.82  2.521
O 1.79 -4.66 -5.52  -0.954
O 2.01 -2.12 -5.70  -0.795
C 3.11 -1.46 -5.08  0.200
O 4.13 -1.25 -6.09  -0.278
O 3.96 -2.21 -7.09  -0.434
O -0.32 -3.27 -4.97  -0.924
S -0.91 -1.95 -5.69  2.263
O -0.56 -0.74 -5.06  -0.889
O -0.58 -2.02 -7.06  -0.906
C -2.78 -2.03 -5.64  0.773
F -3.24 -3.19 -6.02  -0.288
F -3.19 -1.10 -6.46  -0.284
F -3.22 -1.72 -4.44  -0.297
H 2.35 -4.40 -6.28  0.512
H 2.78 -0.46 -4.78  0.199
H 3.59 -2.03 -4.28  0.191
H 4.57 -2.91 -6.85  0.452
C -1.34 3.90 -2.48  -0.251
O -2.29 2.94 -2.07  -0.549
C -2.14 1.67 -2.69  -0.093
C -2.23 0.53 -1.69  -0.080
O -1.15 0.42 -0.77  -0.540
C -0.97 1.45 0.20  -0.084
C -2.06 1.57 1.25  -0.091
O -3.28 2.03 0.69  -0.549
C -4.42 1.31 1.11  -0.251
H -1.66 4.38 -3.41  0.169
H -1.28 4.67 -1.71  0.189
H -0.34 3.46 -2.60  0.166
H -1.19 1.60 -3.23  0.178
H -2.95 1.57 -3.41  0.175
H -2.22 -0.40 -2.26  0.186
H -3.19 0.55 -1.16  0.178
H -0.78 2.41 -0.29  0.177
H -0.05 1.20 0.72  0.196
H -1.76 2.31 2.00  0.179
H -2.20 0.60 1.75  0.170
H -4.22 0.24 1.19  0.166
H -5.21 1.46 0.37  0.189
H -4.78 1.70 2.07  0.168
C 0.96 2.16 7.21  -0.252
O 0.83 0.85 6.71  -0.547
C -0.28 0.66 5.85  -0.093
C 0.09 -0.11 4.60  -0.082
O 0.94 0.58 3.68  -0.544
C 2.26 0.88 4.10  -0.081
C 3.18 -0.32 4.31  -0.093
O 2.79 -1.09 5.43  -0.548
C 2.79 -2.48 5.20  -0.252
H 0.32 2.30 8.09  0.171
H 1.99 2.31 7.52  0.191
H 0.71 2.92 6.45  0.167
H -0.73 1.62 5.57  0.172
H -1.02 0.08 6.41  0.178
H -0.83 -0.31 4.05  0.185
H 0.51 -1.09 4.84  0.184
H 2.25 1.53 4.97  0.181
H 2.69 1.47 3.28  0.186
H 4.19 0.06 4.51  0.177
H 3.20 -0.92 3.40  0.174
H 2.42 -2.73 4.21  0.168
H 2.13 -2.94 5.94  0.190
H 3.80 -2.89 5.34  0.170

Summary:
multiplicity	1


No. 4
Entry from the OMol25 dataset: a structure of composition C4H9NOS at a distorted geometry (ωB97M-V with the def2-TZVPD basis set).

Each line ends with the natural charge from an NBO analysis.
CARTESIAN COORDINATES (ANGSTROEM)
O 2.53 1.74 0.49  -0.624
C 2.74 0.56 0.34  0.495
N 1.81 -0.42 0.08  -0.631
C 0.45 -0.12 -0.14  -0.027
C -0.27 0.77 0.81  -0.445
S -2.71 -0.76 -1.40  -1.081
C -0.88 -0.62 1.30  -0.650
H 3.76 0.15 0.46  0.084
H 2.21 -1.11 -0.53  0.383
H 0.04 -0.21 -1.14  0.228
H -0.86 1.45 0.23  0.239
H 0.29 1.18 1.65  0.216
H -3.76 -1.35 -1.97  0.097
H -0.39 -0.95 2.22  0.191
H -1.95 -0.32 1.43  0.245
H -1.14 -1.54 0.76  0.280

Summary:
multiplicity	2
total charge	-1


No. 5
Entry from the OMol25 dataset: a structure of composition C31H55ErO6Si at a distorted geometry (ωB97M-V with the def2-TZVPD basis set).

Each line ends with the Mulliken spin population.
CARTESIAN COORDINATES (ANGSTROEM)
O 0.44 -3.72 -2.46  0.000
C -0.13 -5.04 -2.25  0.008
C 1.14 -5.82 -2.38  0.001
H -0.99 -5.01 -2.94  -0.003
H -0.54 -5.14 -1.28  -0.002
C 1.66 -4.44 -3.03  0.000
H 0.93 -6.85 -2.86  0.000
H 1.66 -5.97 -1.37  0.000
C 1.55 -4.27 -4.59  -0.001
H 0.47 -4.19 -4.85  0.000
H 2.03 -5.13 -5.10  0.000
H 1.93 -3.24 -4.87  0.000
C 2.90 -3.81 -2.26  0.000
H 2.75 -3.93 -1.15  0.000
H 2.96 -2.66 -2.39  0.000
H 3.88 -4.35 -2.49  0.000
Er -1.28 -1.79 -1.87  3.040
C -0.13 -0.97 0.60  -0.011
C -1.51 -1.04 0.93  -0.007
C -1.92 -2.40 0.81  0.006
H -2.07 -0.19 1.33  0.000
C -0.80 -3.15 0.32  -0.009
C 0.31 -2.25 0.15  -0.005
H 1.34 -2.55 -0.06  0.002
H 0.49 -0.10 0.85  -0.001
H -2.85 -2.86 1.17  0.002
H -0.74 -4.23 0.26  0.001
C -0.59 0.72 -1.64  -0.006
C 0.70 0.05 -1.62  -0.008
C 0.88 -0.69 -2.83  -0.011
H 1.55 0.26 -0.93  0.000
C -0.27 -0.41 -3.66  0.009
C -1.11 0.56 -2.98  -0.011
H -1.87 1.20 -3.48  0.000
H -1.02 1.32 -0.79  0.003
H 1.85 -1.12 -3.19  0.000
H -0.39 -0.82 -4.68  0.001
O -2.58 -2.94 -4.06  0.002
C -2.25 -4.33 -4.72  0.000
C -3.48 -5.11 -5.21  0.000
H -1.93 -4.96 -3.85  -0.001
H -1.32 -4.39 -5.32  0.000
C -4.65 -4.35 -4.56  0.000
H -3.53 -6.15 -4.81  0.000
H -3.58 -5.18 -6.31  0.000
C -4.03 -3.12 -3.79  -0.001
H -5.23 -5.00 -3.85  0.000
H -5.40 -3.97 -5.30  0.000
H -4.03 -3.24 -2.66  0.002
H -4.67 -2.19 -3.96  0.000
C 2.22 1.41 5.11  0.000
C 0.76 1.23 4.69  0.000
C 0.27 -0.20 4.95  0.000
C -0.04 2.30 5.43  0.000
O 0.69 1.38 3.26  0.000
Si 0.41 2.58 2.15  0.000
O -0.77 2.14 1.20  0.000
O 0.12 4.03 2.95  0.000
C -1.12 4.71 2.70  0.000
C -2.31 3.76 2.90  0.000
C -1.20 5.82 3.74  0.000
C -1.13 5.30 1.29  0.000
O 1.92 2.82 1.51  0.000
C 2.78 3.92 1.15  0.000
C 2.46 4.33 -0.28  0.000
C 2.67 5.11 2.10  0.000
C 4.22 3.39 1.22  0.000
H 2.34 1.31 6.20  0.000
H 2.57 2.41 4.80  0.000
H 2.85 0.65 4.61  0.000
H 0.23 -0.44 6.02  0.000
H -0.73 -0.37 4.51  0.000
H 0.96 -0.90 4.46  0.000
H 0.37 3.30 5.19  0.000
H -1.11 2.28 5.18  0.000
H 0.05 2.17 6.52  0.000
H -2.32 3.36 3.93  0.000
H -3.24 4.33 2.73  0.000
H -2.23 2.94 2.15  0.000
H -0.35 6.51 3.62  0.000
H -2.14 6.37 3.59  0.000
H -1.18 5.38 4.74  0.000
H -0.29 6.01 1.17  0.000
H -1.07 4.50 0.53  0.000
H -2.08 5.84 1.16  0.000
H 1.41 4.67 -0.36  0.000
H 3.12 5.13 -0.62  0.000
H 2.59 3.46 -0.95  0.000
H 2.86 4.80 3.14  0.000
H 3.44 5.85 1.83  0.000
H 1.69 5.60 2.05  0.000
H 4.44 2.98 2.22  0.000
H 4.39 2.61 0.47  0.000
H 4.93 4.21 1.03  0.000

Summary:
multiplicity	4


No. 6
Entry from the OMol25 dataset: a structure of composition C5H6BiO5 at a distorted geometry (ωB97M-V with the def2-TZVPD basis set).

Each line ends with the natural charge from an NBO analysis.
CARTESIAN COORDINATES (ANGSTROEM)
H 0.30 -4.23 0.32  0.320
O -1.51 -1.86 -0.99  -0.680
C 0.18 -3.67 -0.61  -0.569
C -0.88 -2.83 -0.74  0.763
H 0.71 -3.98 -1.51  0.326
H 2.28 1.70 -0.89  0.320
C 1.21 1.68 -0.62  -0.175
C 0.95 1.21 0.82  -0.120
O -0.38 0.73 0.85  -0.628
C -1.49 1.55 1.24  0.903
O -1.65 1.79 2.47  -0.422
O -2.34 1.53 0.30  -0.756
Bi -1.42 0.24 -0.94  2.197
O 0.47 1.05 -1.55  -0.379
H 0.91 2.76 -0.74  0.357
H 1.09 2.00 1.56  0.287
H 1.58 0.34 1.03  0.257

Summary:
multiplicity	2
total charge	+2


| no. | calculated total energy (eV) |
| --- | --- |
| 1 | -8833.757 |
| 2 | -118066.462 |
| 3 | -71972.697 |
| 4 | -18664.495 |
| 5 | -80822.513 |
| 6 | -21334.621 |